Here is a 2-piece molecular cluster, C3H9NO2S overall at a distorted geometry from the OMol25 dataset. Energies are from ωB97M-V/def2-TZVPD.

## Properties
ΔE to the lowest compared entry with this formula, charge and spin: 41.2 kcal/mol
SMILES string: O=CNCCS.O
Highest occupied orbital energy: -9.435 eV
Orbital gap: 10.1305 eV
Max |F|: 4.28 eV/Å
Molecular weight: 123.18 g/mol
Spin multiplicity: 1

Geometry as XYZ:
```
16
C3H9NO2S, DFT ωB97M-V/def2-TZVPD
S 2.690 0.624 0.376
O -3.027 0.580 0.876
O -2.111 0.398 -1.668
N -0.764 -0.604 -0.150
C 1.382 -0.457 1.089
C 0.470 -1.327 0.164
C -0.996 -0.139 -1.443
H 0.824 -1.795 -0.768
H 0.728 0.098 1.812
H -2.823 1.511 1.204
H -1.560 -0.460 0.584
H 2.003 -1.232 1.663
H -2.900 0.658 -0.091
H 2.095 1.609 -0.292
H 0.108 -2.353 0.580
H -0.192 -0.077 -2.191
```

Atom charges from the natural (NBO) analysis, given in e for atoms 1 to 6: number 1, S, carries -0.0418; number 2, O, carries -0.9726; number 3, O, carries -0.6664; number 4, N, carries -0.6523; number 5, C, carries -0.5376; number 6, C, carries -0.2544